C9H10N2O2 as an isolated structure. Source: the OMol25 dataset; level of theory: ωB97M-V with the def2-TZVPD basis set.

```
! RIJCOSX wB97M-V def2-TZVPD def2/J DEFGRID3
* xyz 0 1
C 0.5976 -0.6252 -0.1693
C -0.4219 -0.1295 -0.5333
C 2.5130 -0.0543 -1.3258
C 3.2621 1.0611 0.5336
C -3.0738 2.2144 0.3047
C -1.9497 1.6656 -0.1706
C 2.5514 -0.9885 -0.1688
C 2.7850 -2.4833 -0.3111
C -1.7123 0.3767 -0.8344
N 2.8575 1.1951 -0.7666
N 3.2049 -0.2939 0.8885
O 2.3066 -0.2359 -2.4832
O 3.6223 1.9146 1.2937
H -2.9568 3.2008 0.6271
H -4.0464 1.8028 0.1451
H -0.9998 2.0669 0.1080
H 3.6895 -2.6124 -0.8008
H 1.9491 -2.6536 -1.0900
H 2.7634 -2.8031 0.6820
H -2.3701 -0.4193 -0.4580
H -1.9360 0.4499 -1.8761
H 2.8368 2.0439 -1.2265
H 2.7956 -0.4266 1.8070
*
```

## Properties
Highest occupied orbital energy ... -9.6 eV
ΔE to the lowest compared entry with this formula, charge and spin ... 419.03 kJ/mol
Orbital gap ... 9.626 eV



C9H10N2ReS as an isolated structure. Source: the OMol25 dataset; level of theory: ωB97M-V with the def2-TZVPD basis set.

```
! RIJCOSX wB97M-V def2-TZVPD def2/J DEFGRID3
* xyz 0 4
C 0.9504 -1.3020 -1.2582
C -0.4541 -1.2166 -1.4661
C -1.1242 -1.9133 -0.3931
C -0.1322 -2.4049 0.5259
C 1.1658 -2.0372 0.0336
Re 0.0132 -0.1871 0.4249
C -1.2046 1.5796 0.0169
C 0.1330 1.7853 -0.5531
C 0.5442 2.6241 -1.6121
N 1.2172 1.1824 0.0641
H -2.1874 -2.0668 -0.3159
H -0.9012 -0.8108 -2.3501
H -0.2983 -2.9983 1.4163
H 2.1575 -2.2823 0.4496
H 1.7688 -0.9852 -1.9083
H -2.0179 1.4375 -0.7054
H 2.0637 1.7920 0.0683
H -1.4498 2.1488 0.9280
H -0.2136 3.1866 -2.1040
H 1.5666 2.5622 -1.9454
S -0.7487 0.0206 5.0079
C -0.5251 -0.0255 3.4397
N -0.3232 -0.0891 2.2365
*
```

## Properties
Expectation value of S² ... 3.808
Highest occupied orbital energy (alpha / beta) ... -6.7 / -7.7 eV
Orbital gap (alpha / beta) ... 7.468 / 6.673 eV



Number 1: maximum force 5.15 eV/Å. Number 2: maximum force 6.36 eV/Å.